[1]
The following is a DFT calculation (ωB97M-V with the def2-TZVPD basis set) of a molecular structure, C23H20Cl2N4O6Ti.

XYZ file:
```
56
Properties=species:S:1:pos:R:3:mulliken_spin:R:1
Ti -0.186 0.496 -0.028 0.92
Cl 4.585 0.851 -0.433 0.00
C 3.655 0.864 1.010 0.00
C 4.286 0.952 2.264 -0.01
C 3.558 0.986 3.421 0.00
Cl 4.366 1.122 4.936 0.00
C 2.141 0.922 3.389 -0.01
C 1.291 0.995 4.507 0.03
C -0.067 0.969 4.308 -0.01
C -0.585 0.810 3.021 0.06
N 0.177 0.684 1.946 -0.05
C 1.532 0.798 2.124 0.03
C 2.283 0.794 0.923 -0.01
O 1.583 0.685 -0.208 0.03
H 5.365 1.007 2.306 0.00
H 1.706 1.086 5.501 0.00
H -0.745 1.062 5.143 0.00
H -1.655 0.784 2.870 0.00
C 0.365 -1.211 -3.588 0.00
C 0.138 0.232 -3.313 0.01
N -0.289 0.738 -2.166 -0.01
C -0.355 2.108 -2.337 0.02
C 0.019 2.422 -3.608 -0.01
N 0.322 1.224 -4.199 0.00
C 0.136 3.679 -4.402 0.00
O -0.180 4.789 -3.786 0.00
O 0.503 3.605 -5.547 0.00
C -0.687 2.974 -1.169 -0.01
O -0.808 4.180 -1.310 0.00
O -0.819 2.310 -0.066 -0.01
H 0.568 -1.725 -2.651 0.00
H 1.207 -1.351 -4.264 0.00
H -0.516 -1.657 -4.053 0.00
H 0.648 1.166 -5.155 0.00
H -0.492 4.642 -2.856 0.00
O -2.339 0.397 0.555 0.00
C -3.161 -0.678 1.046 0.01
C -3.572 -1.604 -0.089 0.00
C -2.352 -1.930 -0.966 0.01
C -1.184 -2.432 -0.157 0.02
C -1.191 -3.738 0.311 -0.01
C -0.109 -4.234 1.015 0.02
C 0.996 -3.407 1.163 -0.01
C 0.943 -2.124 0.672 0.05
N -0.150 -1.588 0.078 -0.05
H -2.895 1.091 0.187 0.00
H -4.027 -0.272 1.569 0.00
H -2.546 -1.221 1.764 0.00
H -4.341 -1.139 -0.708 0.00
H -3.999 -2.512 0.340 0.00
H -2.051 -1.036 -1.510 0.00
H -2.632 -2.691 -1.695 0.00
H -2.045 -4.369 0.102 0.00
H -0.110 -5.242 1.407 0.00
H 1.898 -3.760 1.644 0.00
H 1.821 -1.501 0.742 0.00
```

- ΔE to the lowest compared entry with this formula, charge and spin: 1.0612 eV
- LUMO level (spin up / spin down): -0.1286 / -0.1314 Eh
- Net charge: +1
- Multiplicity: 2
- HOMO level (spin up / spin down): -10.70 / -11.26 eV
- Kohn-Sham gap (spin up / spin down): 7.2 / 7.7 eV
- ⟨S²⟩: 0.755
- Max |F|: 3.07 eV/A



[2]
The following is a DFT calculation (ωB97M-V with the def2-TZVPD basis set) of a molecular structure, C44H60BaGeIN4O4S2.

XYZ file:
```
117
Properties=species:S:1:pos:R:3:mulliken_spin:R:1
Ba 0.829 -0.415 -0.279 -0.07
C 3.398 -0.567 -3.577 0.00
C 3.766 0.277 -2.356 0.00
C 3.221 1.695 -2.519 0.00
C 5.288 0.305 -2.206 0.00
O 3.133 -0.283 -1.209 -0.01
Ge 3.892 -1.466 0.122 0.00
O 3.104 -0.391 1.523 -0.01
C 3.797 0.671 2.159 0.00
C 2.981 1.063 3.393 0.01
C 3.898 1.880 1.227 0.00
C 5.195 0.227 2.601 0.00
O 2.256 -2.457 0.209 0.01
C 2.235 -3.876 0.102 -0.01
C 2.883 -4.311 -1.212 0.00
C 2.956 -4.494 1.299 0.00
C 0.764 -4.291 0.105 0.01
H 3.816 -0.138 -4.489 0.00
H 3.787 -1.579 -3.459 0.00
H 2.314 -0.623 -3.682 0.00
H 3.658 2.186 -3.390 0.00
H 2.138 1.663 -2.658 0.00
H 3.438 2.292 -1.634 0.00
H 5.736 0.797 -3.071 0.00
H 5.584 0.852 -1.311 0.00
H 5.689 -0.706 -2.140 0.00
H 2.919 0.227 4.091 0.00
H 1.972 1.341 3.086 0.00
H 3.439 1.910 3.905 0.00
H 2.909 2.126 0.839 0.00
H 4.302 2.747 1.755 0.00
H 4.551 1.655 0.387 0.00
H 5.827 0.026 1.736 0.00
H 5.674 0.999 3.203 0.00
H 5.124 -0.687 3.192 0.00
H 3.945 -4.060 -1.221 0.00
H 2.786 -5.388 -1.353 0.00
H 2.393 -3.805 -2.045 0.00
H 4.017 -4.240 1.278 0.00
H 2.521 -4.108 2.221 0.00
H 2.861 -5.581 1.293 0.00
H 0.239 -3.825 -0.731 0.00
H 0.667 -5.374 0.010 0.00
H 0.292 -3.983 1.040 0.00
C -2.786 2.424 -2.813 0.00
C -1.632 2.042 -1.910 0.00
N -1.416 0.804 -1.610 -0.01
N -2.355 -0.091 -2.100 0.00
C -1.916 -1.151 -2.687 0.00
S -0.298 -1.628 -2.995 0.00
S -3.260 -2.254 -3.155 0.00
C -2.889 -2.447 -4.931 0.00
C -3.184 -1.191 -5.705 0.00
C -2.193 -0.238 -5.922 0.00
C -2.485 0.939 -6.597 0.00
C -3.768 1.177 -7.066 0.00
C -4.760 0.229 -6.859 0.00
C -4.468 -0.944 -6.183 0.00
C -0.777 3.136 -1.401 0.00
C -0.867 4.393 -2.018 0.01
C -0.146 5.492 -1.598 0.00
C 0.702 5.358 -0.499 0.00
C 0.823 4.141 0.131 0.00
C 0.126 2.986 -0.304 0.00
O 0.296 1.860 0.314 -0.03
H -3.495 1.603 -2.866 0.00
H -2.433 2.614 -3.827 0.00
H -3.277 3.327 -2.453 0.00
H -3.533 -3.263 -5.258 0.00
H -1.849 -2.757 -5.022 0.00
H -1.195 -0.420 -5.549 0.00
H -1.705 1.672 -6.760 0.00
H -3.993 2.094 -7.594 0.00
H -5.763 0.405 -7.226 0.00
H -5.246 -1.678 -6.012 0.00
H -1.518 4.512 -2.872 0.00
H -0.237 6.435 -2.118 0.00
H 1.275 6.206 -0.147 0.00
H 1.496 4.018 0.972 0.00
I -2.858 -1.892 0.472 0.03
C -2.730 -2.785 2.368 -0.05
C -3.768 -3.510 2.879 -0.01
C -3.650 -4.098 4.159 0.01
C -2.505 -3.954 4.889 -0.01
C -1.410 -3.214 4.381 0.04
C -0.195 -3.056 5.100 -0.05
C 0.852 -2.353 4.573 0.10
C 0.749 -1.750 3.292 0.10
C -0.424 -1.885 2.640 0.71
C -1.528 -2.614 3.097 0.14
H -4.675 -3.642 2.305 0.00
H -4.477 -4.673 4.551 0.00
H -2.414 -4.414 5.865 0.00
H -0.106 -3.523 6.073 0.00
H 1.781 -2.265 5.124 0.01
H 1.601 -1.250 2.845 0.07
C -3.478 1.964 4.140 0.00
C -3.000 0.610 3.550 0.00
N -2.037 0.847 2.499 -0.02
C -2.646 1.556 1.389 0.01
C -3.200 2.914 1.881 0.00
N -2.827 3.047 3.334 0.00
C -1.336 2.983 3.496 0.00
C -0.889 1.588 2.999 0.03
H -3.165 2.106 5.175 0.00
H -4.556 2.106 4.071 0.00
H -3.840 0.052 3.135 0.00
H -2.542 -0.003 4.325 0.00
H -3.440 0.944 0.961 0.00
H -1.885 1.700 0.626 0.00
H -4.288 2.979 1.830 0.00
H -2.763 3.762 1.353 0.00
H -3.154 3.950 3.669 0.00
H -1.112 3.169 4.546 0.00
H -0.919 3.785 2.887 0.00
H -0.421 0.992 3.781 -0.02
H -0.213 1.732 2.155 -0.01
```

- ΔE to the lowest compared entry with this formula, charge and spin: 0.0000 eV
- LUMO level (spin up / spin down): -0.0269 / -0.0303 Eh
- Multiplicity: 2
- HOMO level (spin up / spin down): -6.92 / -6.92 eV
- Kohn-Sham gap (spin up / spin down): 6.2 / 6.1 eV
- ⟨S²⟩: 0.762
- Max |F|: 1.25 eV/A



[3]
The following is a DFT calculation (ωB97M-V with the def2-TZVPD basis set) of a molecular structure, C11H30BBrN2P2V.

XYZ file:
```
48
Properties=species:S:1:pos:R:3:mulliken_spin:R:1
V -0.057 -0.159 0.768 2.92
H 0.747 3.138 -1.714 0.00
H 0.467 0.983 1.851 0.00
P -1.800 0.992 -0.049 -0.07
P 1.999 -0.424 -0.390 -0.11
C 2.436 -0.354 -2.210 0.00
H 3.516 -0.562 -2.417 0.00
H 1.803 -1.081 -2.757 0.00
H 2.176 0.687 -2.504 0.00
C 3.254 0.850 0.193 0.05
H 3.436 0.729 1.290 0.00
H 4.197 0.752 -0.406 0.00
H 2.764 1.827 -0.026 -0.01
C 2.808 -2.075 0.167 0.00
H 2.157 -2.929 -0.129 0.00
H 3.821 -2.241 -0.287 0.00
H 2.917 -2.081 1.282 0.01
C -1.919 2.737 -0.554 0.03
H -2.978 3.025 -0.562 0.00
H -1.367 3.390 0.123 -0.01
H -1.489 2.855 -1.553 0.00
C -2.717 0.225 -1.442 0.01
H -2.869 -0.848 -1.277 0.00
H -3.693 0.722 -1.532 0.00
H -2.146 0.369 -2.370 0.00
C -3.057 0.871 1.283 0.00
H -2.730 1.412 2.179 0.00
H -3.987 1.313 0.905 0.00
H -3.239 -0.177 1.549 0.00
H -0.295 2.108 3.004 0.00
H 1.227 1.701 3.285 -0.03
H 2.135 3.102 1.459 0.00
H 0.228 3.783 1.365 0.00
B 1.027 3.074 1.814 0.04
N 0.565 1.866 2.536 0.13
H 0.833 3.958 -1.767 0.00
H 0.389 0.005 -0.786 -0.14
Br -3.419 -4.824 0.577 0.00
C -1.977 -3.914 1.442 -0.01
C -1.379 -4.333 2.627 0.01
C -0.392 -3.587 3.265 0.02
C -0.017 -2.371 2.695 0.10
N -0.576 -2.011 1.509 0.02
C -1.500 -2.740 0.816 0.07
H -1.712 -5.289 3.029 0.00
H 0.107 -3.910 4.179 0.00
H 0.721 -1.668 3.110 -0.02
H -1.810 -2.331 -0.154 -0.02
```

- ΔE to the lowest compared entry with this formula, charge and spin: 0.3136 eV
- LUMO level (spin up / spin down): -0.2546 / -0.2678 Eh
- Net charge: +2
- Multiplicity: 4
- HOMO level (spin up / spin down): -13.90 / -14.07 eV
- Kohn-Sham gap (spin up / spin down): 7.0 / 6.8 eV
- ⟨S²⟩: 3.800
- Max |F|: 3.93 eV/A



[4]
The following is a DFT calculation (ωB97M-V with the def2-TZVPD basis set) of a molecular structure, C36H68F6NiO18S7.

XYZ file:
```
136
Properties=species:S:1:pos:R:3:mulliken_spin:R:1
Ni 1.739 2.495 -1.591 1.86
C 1.693 5.561 -0.317 0.00
O 3.031 5.296 -0.324 0.00
O 1.142 4.456 -1.068 0.06
C 1.232 6.013 1.145 0.00
F -0.034 6.336 1.257 0.00
F 1.550 5.143 2.078 0.00
F 2.029 7.068 1.473 0.00
C 4.025 6.305 -0.511 0.00
C 5.553 5.881 -0.209 0.00
H 5.715 5.398 0.754 0.00
H 5.834 5.333 -1.108 0.00
H 6.166 6.780 -0.272 0.00
H 3.875 7.261 -0.008 0.00
H 3.955 6.678 -1.533 0.00
H 1.565 6.516 -0.826 0.01
C -0.262 0.607 0.300 0.00
O 0.451 1.429 1.234 0.00
O 0.228 1.182 -0.956 0.05
C 0.049 -0.948 0.794 0.00
F -0.179 -1.909 -0.157 0.00
F 1.344 -1.125 1.055 0.00
F -0.741 -1.204 1.848 0.00
C -0.176 2.431 1.961 -0.01
C 0.300 2.265 3.437 0.00
H 0.276 1.195 3.639 0.00
H 1.338 2.592 3.501 0.00
H -0.311 2.852 4.123 0.00
H -1.260 2.322 1.925 0.00
H -0.049 3.415 1.509 0.00
H -1.338 0.623 0.480 0.00
C -7.993 -0.283 0.405 0.00
C -7.549 0.623 1.624 0.00
C -6.104 0.351 1.883 0.00
S -5.387 0.558 0.171 0.00
O -4.114 -0.128 0.104 0.00
O -5.503 1.963 -0.145 0.00
C -6.789 -0.434 -0.501 0.00
H -8.953 0.003 -0.026 0.00
H -8.110 -1.275 0.842 0.00
H -8.135 0.298 2.484 0.00
H -7.916 1.638 1.467 0.00
H -5.838 -0.657 2.201 0.00
H -5.456 0.976 2.498 0.00
H -6.311 -1.414 -0.502 0.00
H -6.927 -0.263 -1.568 0.00
C 0.207 -1.059 6.992 0.00
C 0.102 -0.668 5.474 0.00
C 1.257 -1.293 4.718 0.00
S 1.351 -3.003 5.345 0.00
O 2.728 -3.437 5.411 0.00
O 0.360 -3.634 4.500 0.00
C 0.702 -2.519 7.155 0.00
H -0.736 -0.911 7.519 0.00
H 0.887 -0.478 7.615 0.00
H 0.005 0.408 5.332 0.00
H -0.762 -1.049 4.930 0.00
H 2.166 -0.865 5.141 0.00
H 1.348 -1.254 3.633 0.00
H 1.585 -2.650 7.781 0.00
H -0.007 -3.223 7.590 0.00
C -0.795 -5.428 0.397 0.00
C 0.718 -5.135 0.402 0.00
C 1.313 -5.762 -0.877 0.00
S 0.126 -7.095 -1.262 0.00
O 0.715 -8.463 -1.239 0.00
O -0.771 -6.806 -2.321 0.00
C -0.966 -6.908 0.118 0.00
H -1.276 -4.723 -0.282 0.00
H -1.142 -5.155 1.394 0.00
H 1.043 -5.554 1.354 0.00
H 0.927 -4.070 0.301 0.00
H 2.262 -6.297 -0.828 0.00
H 1.355 -5.178 -1.796 0.00
H -0.651 -7.484 0.988 0.00
H -1.950 -7.283 -0.162 0.00
C -3.285 -2.155 -4.478 0.00
C -2.517 -1.902 -3.256 0.00
C -2.164 -3.092 -2.411 0.00
S -3.732 -4.022 -2.539 0.00
O -4.592 -3.664 -1.409 0.00
O -3.599 -5.412 -2.974 0.00
C -4.396 -3.143 -4.020 0.00
H -2.536 -2.352 -5.245 0.00
H -3.865 -1.264 -4.719 0.00
H -3.024 -1.135 -2.670 0.00
H -1.557 -1.445 -3.496 0.00
H -2.032 -2.801 -1.369 0.00
H -1.371 -3.730 -2.803 0.00
H -5.275 -2.710 -3.541 0.00
H -4.790 -3.978 -4.600 0.00
C 4.863 -1.927 -3.313 0.00
C 3.864 -2.224 -2.166 0.00
C 2.437 -1.845 -2.455 0.00
S 2.581 -0.320 -3.414 0.01
O 2.634 0.802 -2.486 0.01
O 1.583 -0.158 -4.482 0.00
C 4.239 -0.917 -4.120 0.00
H 4.926 -2.902 -3.796 0.00
H 5.881 -1.797 -2.947 0.00
H 4.384 -1.789 -1.313 0.00
H 3.975 -3.238 -1.781 0.00
H 1.801 -1.584 -1.609 0.00
H 1.860 -2.577 -3.021 0.00
H 4.879 -0.225 -4.666 0.00
H 3.889 -1.538 -4.945 0.00
C 4.729 1.964 3.194 0.00
C 4.100 0.622 2.637 0.00
C 4.422 0.578 1.128 0.00
S 4.453 2.248 0.432 0.00
O 3.151 2.489 -0.272 -0.01
O 5.746 2.334 -0.214 0.00
C 4.574 3.082 2.105 0.00
H 5.809 2.062 3.297 0.00
H 4.321 2.342 4.132 0.00
H 3.020 0.502 2.722 0.00
H 4.627 -0.136 3.216 0.00
H 3.681 -0.028 0.607 0.00
H 5.395 0.110 0.977 0.00
H 3.593 3.546 2.201 0.00
H 5.348 3.843 2.004 0.00
C -3.098 2.625 -2.760 0.00
C -3.126 3.969 -3.381 0.00
C -1.693 4.457 -3.745 0.00
S -0.820 2.813 -4.183 0.00
O 0.424 2.622 -3.384 0.00
O -0.680 2.592 -5.574 0.00
C -2.103 1.716 -3.458 0.00
H -4.096 2.283 -2.486 0.00
H -2.691 2.571 -1.751 0.00
H -3.451 4.686 -2.628 0.00
H -3.765 4.004 -4.264 0.00
H -1.195 4.724 -2.813 0.00
H -1.382 5.169 -4.509 0.00
H -1.661 0.957 -2.812 0.00
H -2.449 1.074 -4.269 0.00
```

- LUMO level (spin up / spin down): 0.0038 / 0.0038 Eh
- Multiplicity: 3
- HOMO level (spin up / spin down): -8.29 / -8.33 eV
- Kohn-Sham gap (spin up / spin down): 8.4 / 8.4 eV
- ⟨S²⟩: 2.004
- Max |F|: 4.66 eV/A



- Which value of max |F| does entry 2 give?
  1.25 eV/A